8
Properties=species:S:1:pos:R:3:lowdin_charge:R:1 method="wB97M-V/def2-TZVPD" homo_lumo_gap_ev=5.610 e_tot_ev=-38155.272 charge=-2
C -1.6230 -1.7780 -0.5869 -1.09
O -2.6679 1.1047 -0.7862 -0.43
O -0.7860 -2.4733 -0.0500 -0.09
O -1.2045 0.4184 1.1498 -0.44
P -1.6024 0.1989 -0.3239 0.52
S -3.1661 -2.0895 -1.2396 0.38
S 1.9300 0.1038 -1.1549 -0.45
H 0.5274 -0.0315 -0.5629 -0.40

8
Properties=species:S:1:pos:R:3:lowdin_charge:R:1 method="wB97M-V/def2-TZVPD" homo_lumo_gap_ev=5.073 e_tot_ev=-29367.948 charge=-2
C 1.4162 0.4810 -0.4960 -0.77
O -1.0369 -1.9785 0.5568 -0.40
O 0.6877 -0.1418 0.5351 -0.41
O -1.6636 0.5543 0.5669 -0.26
O -0.6446 -0.5236 -1.5962 -0.43
P -0.6768 -0.6824 -0.0918 0.12
S 2.8901 1.0564 0.1966 0.12
H -0.9721 1.2346 0.3286 0.03

8
Properties=species:S:1:pos:R:3:lowdin_charge:R:1 method="wB97M-V/def2-TZVPD" homo_lumo_gap_ev=5.502 e_tot_ev=-29367.416 charge=-2
C 0.4525 -1.5030 0.2696 -0.61
O 1.2824 1.7957 0.7644 -0.45
O 1.2043 2.0997 -1.7825 -0.46
O -0.8328 1.0397 -0.4808 -0.26
O 1.3904 -0.2011 -0.8526 -0.49
P 0.8392 1.2711 -0.5714 0.03
S 1.2282 -2.9230 0.0938 0.30
H -0.7800 0.1026 -0.6399 -0.06

8
Properties=species:S:1:pos:R:3:lowdin_charge:R:1 method="wB97M-V/def2-TZVPD" homo_lumo_gap_ev=6.454 e_tot_ev=-20581.911 charge=-2 smiles="O=COP(=O)([O-])[O-]"
O -2.4617 -1.0332 -0.3991 -0.08
C -1.4010 -0.5248 -0.0190 -0.40
O -0.1131 -0.8549 -0.4608 -0.21
P 1.2133 0.4093 0.0162 0.09
O 0.8333 0.7742 1.4388 -0.47
O 0.9232 1.4699 -1.0773 -0.51
O 2.4575 -0.4060 -0.2237 -0.47
H -1.4514 0.1655 0.7248 0.06

8
Properties=species:S:1:pos:R:3:lowdin_charge:R:1 method="wB97M-V/def2-TZVPD" homo_lumo_gap_ev=6.174 e_tot_ev=-20581.771 charge=-2 smiles="O=COP(=O)([O-])[O-]"
O 1.3808 -2.0574 1.1146 -0.09
C 0.8489 -1.0057 0.6928 -0.37
O -0.3123 -0.9071 -0.0954 -0.19
P -0.6807 0.8168 -0.5730 -0.03
O -0.7085 1.4901 0.7472 -0.44
O -2.0304 0.5465 -1.2295 -0.49
O 0.3552 1.1863 -1.5680 -0.44
H 1.1470 -0.0695 0.9114 0.05

5
Properties=species:S:1:pos:R:3:lowdin_charge:R:1 method="wB97M-V/def2-TZVPD" homo_lumo_gap_ev=8.066 e_tot_ev=-23223.074 charge=0
C 0.0196 -0.5062 0.3864 -0.82
O 0.7576 1.1192 -1.4636 -0.54
P 0.3608 1.2491 0.0309 0.73
S -1.5507 -0.3319 0.9010 0.60
H 0.4127 -1.5303 0.1453 0.04

6
Properties=species:S:1:pos:R:3:lowdin_charge:R:1 method="wB97M-V/def2-TZVPD" homo_lumo_gap_ev="5.870 / 5.736" e_tot_ev=-42844.295 charge=0
C -0.9550 0.2373 0.2557 -1.19
P 1.9640 -0.5965 -0.6921 0.20
S -1.4438 -1.1214 -0.3573 0.56
S 1.0243 -2.2168 -0.8053 -0.02
S 0.1255 1.4284 0.5510 0.62
H -0.7151 2.2691 1.0479 -0.17

9
Properties=species:S:1:pos:R:3:lowdin_charge:R:1 method="wB97M-V/def2-TZVPD" spin_multiplicity=2 homo_lumo_gap_ev="6.917 / 7.001" e_tot_ev=-36559.380 charge=0
Hg 1.2513 -0.8903 -1.2039 0.96
N -2.1265 0.4043 -0.6899 -0.76
S -1.3867 0.9989 -1.9327 0.86
O 0.0493 0.5175 -2.1245 -0.82
S -1.7757 -0.6356 0.4658 0.87
O -0.2262 -0.9723 0.4466 -0.82
O 0.8232 0.5001 2.6167 0.19
C 1.2716 0.0377 1.6331 -0.47
O 2.1196 0.0398 0.7888 -0.01

Repeat the third record exactly.
8
Properties=species:S:1:pos:R:3:lowdin_charge:R:1 method="wB97M-V/def2-TZVPD" homo_lumo_gap_ev=5.502 e_tot_ev=-29367.416 charge=-2
C 0.4525 -1.5030 0.2696 -0.61
O 1.2824 1.7957 0.7644 -0.45
O 1.2043 2.0997 -1.7825 -0.46
O -0.8328 1.0397 -0.4808 -0.26
O 1.3904 -0.2011 -0.8526 -0.49
P 0.8392 1.2711 -0.5714 0.03
S 1.2282 -2.9230 0.0938 0.30
H -0.7800 0.1026 -0.6399 -0.06